No. 1
The following is a DFT calculation (ωB97M-V with the def2-TZVPD basis set) of C25H25N7O6ReS3 as an isolated structure.

Structure (ORCA input):
```
! wB97M-V def2-TZVPD RIJCOSX def2/J DEFGRID3
* xyz 0 4
Re 1.001 0.607 -1.561
S -2.206 0.621 -0.829
S 2.231 -3.921 -0.103
S 1.635 2.968 -0.963
O 0.927 1.384 -3.430
O -0.091 2.870 -4.750
O 4.408 0.586 2.645
O -2.123 1.069 0.566
O -3.469 0.822 -1.519
O 0.823 0.247 0.450
N -0.286 -2.799 -0.265
N 2.779 -0.100 -0.928
N -0.988 1.274 -1.681
N 3.094 0.097 0.399
N -0.149 3.041 1.052
N 1.617 4.488 1.161
N 1.377 -1.069 -2.697
C 3.095 -2.500 -3.607
C 2.673 -1.522 -2.687
C -0.085 2.162 -3.776
C -3.393 -1.892 1.447
C 0.780 -3.293 -0.177
C 3.197 0.639 3.222
C 3.440 -1.007 -1.624
C 3.148 0.862 4.599
C 0.781 0.523 3.200
C -1.641 -2.632 -0.001
C -4.346 -2.168 0.472
C 1.975 0.268 1.058
C 1.997 0.478 2.511
C 1.936 0.906 5.258
C -3.914 -2.687 -0.746
C 2.206 -3.008 -4.508
C 0.965 3.499 0.530
C 0.514 -1.570 -3.618
C -1.308 2.066 -2.871
C 0.879 -2.533 -4.510
C -2.573 -2.920 -0.991
C 0.740 0.731 4.563
C -2.046 -2.114 1.221
C -5.806 -1.915 0.727
C -0.734 3.534 2.283
H -5.944 -1.076 1.409
H 4.123 -2.834 -3.573
H -0.984 4.595 2.204
H -3.706 -1.466 2.392
H -1.302 -1.862 1.965
H -1.610 3.080 -2.597
H -0.650 2.293 0.579
H -0.208 0.754 5.085
H 2.523 4.756 0.818
H -0.131 0.392 2.628
H -6.333 -1.690 -0.200
H -6.280 -2.791 1.175
H 1.920 1.070 6.328
H 4.083 0.986 5.128
H 4.358 -1.441 -1.258
H 1.322 4.826 2.060
H 4.290 0.363 1.695
H -0.065 3.369 3.132
H 2.514 -3.763 -5.218
H -1.650 2.976 2.455
H -2.237 -3.305 -1.945
H -0.484 -1.153 -3.600
H 0.153 -2.907 -5.217
H -4.638 -2.894 -1.525
H -2.124 1.628 -3.448
*
```

LUMO (alpha / beta) = -0.6 / -1.6 eV
frontier orbital gap (alpha / beta) = 7.38 / 5.51 eV
HOMO energy (alpha / beta) = -7.98 / -7.10 eV
relative energy (zero: lowest compared OMol25 entry of this formula, charge and spin) = 41.5 kcal per mole

=====

No. 2
The following is a DFT calculation (ωB97M-V with the def2-TZVPD basis set) of C25H25N8OSTi as an isolated structure at a distorted geometry.

Structure (ORCA input):
```
! wB97M-V def2-TZVPD RIJCOSX def2/J DEFGRID3
* xyz 1 3
Ti -0.259 0.043 -0.292
S -1.120 -2.093 0.493
O 2.067 2.663 -0.289
N 1.203 -2.407 -0.797
N -2.054 4.759 -0.730
N -0.004 0.601 -2.199
N 1.664 0.392 -0.133
N -0.073 0.451 1.795
N -1.986 0.990 -0.336
N -0.727 -2.411 -2.149
N -1.324 6.637 -1.983
C -0.142 -2.150 -0.926
C 2.246 0.424 1.200
C 1.404 1.550 3.324
C -0.324 1.296 -4.460
C 0.336 1.878 4.139
C -4.337 0.603 -0.436
C -2.536 6.954 0.035
C -3.489 2.552 0.681
C -4.565 1.739 0.328
C -2.616 5.570 0.174
C 1.308 2.397 -3.112
C -1.436 5.337 -1.750
C -1.881 7.442 -1.082
C 0.671 2.261 -4.332
C -0.640 0.503 -3.376
C -1.090 0.710 2.631
C -3.348 5.006 1.316
C -3.730 3.744 1.517
C 1.633 1.607 -0.736
C 0.049 -2.958 -3.255
C -2.221 2.145 0.300
C 1.162 0.827 2.166
C 0.959 1.541 -2.082
C -3.041 0.260 -0.750
C -0.932 1.423 3.800
H 2.072 3.141 -2.933
H -0.617 -3.103 -4.102
H -4.339 3.539 2.393
H -1.657 -2.787 -2.066
H -0.853 1.169 -5.393
H -1.794 8.505 -1.276
H -5.567 2.019 0.627
H 0.942 2.893 -5.166
H 0.821 -2.248 -3.560
H -3.656 5.743 2.050
H -0.968 4.675 -2.473
H -1.420 -0.243 -3.442
H 2.414 1.849 3.569
H -2.053 0.308 2.341
H -5.158 -0.018 -0.766
H -1.786 1.629 4.431
H 2.619 -0.569 1.466
H 1.808 -2.237 -1.584
H -2.823 -0.624 -1.331
H 0.519 -3.911 -2.999
H -1.352 2.743 0.544
H -2.972 7.618 0.768
H 0.492 2.470 5.031
H 1.594 -2.212 0.105
H 3.075 1.131 1.244
*
```

LUMO (alpha / beta) = -2.8 / -3.1 eV
frontier orbital gap (alpha / beta) = 6.55 / 8.44 eV
HOMO energy (alpha / beta) = -9.40 / -11.52 eV

=====

No. 3
The following is a DFT calculation (ωB97M-V with the def2-TZVPD basis set) of C25H26Cl2N6O4Ru as an isolated structure.

Structure (ORCA input):
```
! wB97M-V def2-TZVPD RIJCOSX def2/J DEFGRID3
* xyz 1 2
Ru 0.412 -0.738 -0.064
Cl -4.344 3.934 3.755
Cl -3.645 -1.145 2.195
O -1.889 -2.651 -0.020
O -0.621 2.279 -0.963
O 3.083 -1.645 -0.735
O -1.416 -0.078 0.597
N 1.343 -0.864 1.844
N 1.654 0.881 -0.565
N -0.268 -0.356 -2.000
N 1.856 -2.014 -0.618
N -0.532 -2.514 -0.135
N 2.691 -1.039 1.836
C -3.149 0.516 2.088
C -0.410 -0.622 3.598
C 0.132 -3.559 -0.518
C 0.987 -0.810 3.132
C 1.789 1.283 -4.692
C 1.709 1.053 -1.922
C 3.191 -1.096 3.074
C 2.455 1.581 0.202
C -3.836 1.435 2.853
C 3.401 2.481 -0.319
C 2.559 -4.290 -1.134
C -0.490 -4.895 -0.716
C -1.076 2.858 0.000
C 2.689 1.978 -3.937
C -2.088 0.870 1.229
C 1.532 -3.277 -0.775
C 2.124 -0.947 3.936
C 2.659 1.889 -2.525
C 3.522 2.612 -1.672
C -3.506 2.783 2.772
C 4.647 -1.292 3.328
C 0.798 0.488 -4.074
C 0.760 0.380 -2.717
C -1.863 2.254 1.083
C -2.547 3.185 1.875
H 2.150 -0.942 5.012
H 5.239 -0.507 2.858
H 3.144 -4.572 -0.254
H 0.058 -0.020 -4.680
H -0.465 -0.823 4.666
H -2.337 4.239 1.748
H 3.151 -1.162 0.920
H 2.100 -5.186 -1.546
H -0.970 3.954 0.088
H 3.434 2.607 -4.407
H -1.466 -4.940 -0.246
H 4.989 -2.250 2.935
H 2.366 1.431 1.270
H -4.626 1.101 3.510
H -2.155 -1.784 0.359
H -1.082 0.252 -1.881
H 4.842 -1.273 4.397
H 4.029 3.036 0.362
H 1.814 1.353 -5.770
H 0.153 -5.671 -0.301
H -0.605 -5.099 -1.783
H -0.559 -1.189 -2.507
H -1.094 -1.293 3.082
H 3.255 -3.870 -1.858
H 4.264 3.272 -2.103
H -0.748 0.401 3.433
*
```

LUMO (alpha / beta) = -3.2 / -4.3 eV
frontier orbital gap (alpha / beta) = 7.58 / 6.46 eV
HOMO energy (alpha / beta) = -10.75 / -10.78 eV
relative energy (zero: lowest compared OMol25 entry of this formula, charge and spin) = 0.0 kcal per mole

=====

Number 1: calculated total energy -3075.304679 Ha, molecular weight 801.93 g mol⁻¹. Number 2: calculated total energy -2728.478466 Ha, molecular weight 533.46 g mol⁻¹. Number 3: calculated total energy -2612.839400 Ha, molecular weight 646.50 g mol⁻¹.